{
  "formula": "C15H19AsCl2IrNOSe",
  "method": "ωB97M-V/def2-TZVPD",
  "e_tot_ev": -173468.599,
  "lumo_ev": [-0.17, -1.27],
  "orbital_gap_ev": [6.62, 6.57],
  "spin_multiplicity": 5,
  "e_homo_ev": [-6.8, -7.8],
  "elements": ["Ir", "Se", "As", "Cl", "Cl", "O", "N", "C", "C", "C", "C", "C", "C", "C", "C", "C", "C", "C", "C", "C", "C", "C", "H", "H", "H", "H", "H", "H", "H", "H", "H", "H", "H", "H", "H", "H", "H", "H", "H", "H", "H"],
  "coordinates": [[-1.017786, -1.172263, -0.625287], [-1.059657, -3.468371, -0.896161], [0.592810, 0.211182, -1.913347], [-4.440052, 2.018954, 1.361504], [-1.960701, 0.994117, 6.026970], [-2.457085, 0.121058, 0.219722], [-0.496451, -1.128809, 1.564245], [0.455693, -1.785805, 2.178396], [-0.138881, -1.071585, -4.422946], [-3.189984, 1.177207, 2.213842], [-1.332680, -0.318406, 2.270224], [0.274347, 0.275483, -3.833955], [-1.188134, -0.143319, 3.660304], [-2.088988, 0.730914, 4.311221], [2.924485, -1.443686, -2.320517], [0.660583, -1.678189, 3.564627], [-2.356351, 0.332565, 1.505165], [-3.057937, 1.373726, 3.599590], [2.509622, -0.069695, -1.801114], [0.423553, 2.082101, -1.394630], [0.706791, 2.290929, 0.090660], [-0.150435, -0.859903, 4.296779], [-3.742660, 2.043487, 4.102105], [0.663143, -1.806071, -4.355858], [3.982571, -1.623881, -2.128042], [-0.512708, 1.016598, -3.979031], [1.456605, -2.241805, 4.030465], [2.767647, -1.527013, -3.396312], [2.352502, -2.239020, -1.839026], [0.536134, 3.330302, 0.372625], [2.982042, 0.739081, -2.361408], [0.052128, 1.670627, 0.705022], [1.076958, -2.423474, 1.561185], [-0.015360, -0.753691, 5.364526], [-0.408561, -0.963649, -5.474369], [-0.996809, -1.486441, -3.893874], [-0.600880, 2.369925, -1.632761], [2.778766, 0.048118, -0.751136], [1.095602, 2.669439, -2.022941], [1.181024, 0.664228, -4.301273], [1.739094, 2.045036, 0.344808]],
  "forces_ev_per_angstrom": [[-0.39, -0.23, 0.13], [0.16, 0.27, -0.07], [-0.06, -0.08, 0.04], [0.03, -0.01, 0.06], [0.00, -0.02, -0.06], [0.07, -0.02, 0.19], [0.04, 0.08, -0.07], [0.04, -0.01, 0.09], [0.02, 0.05, -0.02], [-0.13, 0.12, 0.05], [0.05, -0.08, -0.10], [-0.03, -0.05, -0.05], [0.07, -0.05, 0.06], [0.02, 0.00, 0.03], [0.04, 0.04, 0.03], [0.04, -0.04, -0.05], [0.05, -0.08, -0.21], [-0.08, 0.05, -0.05], [0.04, -0.14, 0.03], [0.04, 0.02, 0.04], [-0.01, 0.01, -0.05], [-0.05, 0.04, 0.05], [0.00, -0.01, -0.03], [0.01, -0.01, 0.01], [0.01, 0.00, -0.01], [-0.03, 0.02, -0.02], [0.00, 0.00, 0.00], [-0.01, 0.01, 0.00], [-0.02, 0.01, 0.01], [0.01, 0.00, 0.00], [0.06, 0.00, -0.01], [-0.02, -0.01, -0.01], [-0.01, 0.00, 0.00], [0.00, 0.00, 0.00], [0.02, 0.00, 0.00], [-0.03, 0.01, 0.02], [-0.02, 0.00, -0.01], [0.02, 0.00, 0.02], [0.01, 0.05, 0.00], [0.00, 0.01, -0.05], [0.01, -0.01, -0.01]],
  "mulliken_charge": [1.1647, -0.4362, 0.1845, -0.2175, -0.2640, -1.0637, -0.5528, -0.3735, -1.0429, 0.5354, 0.3379, -0.7147, 0.0262, 0.6682, -1.1315, -0.7058, 0.4168, -0.6570, -0.6135, -0.7713, -0.9411, -0.8204, 0.4548, 0.2394, 0.3875, 0.4567, 0.4110, 0.2404, 0.2778, 0.3970, 0.4735, 0.1644, 0.4411, 0.4150, 0.3755, 0.2494, 0.3918, 0.3998, 0.5040, 0.3986, 0.2943]
}